(1)
Molecular formula: C4H6N2OS
Method: DFT, ωB97M-V with the def2-TZVPD basis set

Geometry (Å):
C: 2.369 0.115 0.869
C: 1.011 -0.451 0.705
N: -0.025 0.073 -0.175
C: -0.114 1.408 -0.244
O: 0.522 2.257 0.308
C: -1.053 -0.830 -0.639
N: -2.332 -0.410 -0.545
S: -0.735 -2.396 -1.023
H: 2.893 1.122 0.287
H: 2.806 -0.624 1.756
H: 0.823 -1.484 1.228
H: -0.679 1.637 -1.164
H: -2.851 -1.066 -1.109
H: -2.636 0.649 -0.254

Calculated values
Spin multiplicity: 1
LUMO level, eV: 0.214
SMILES: C=CN(C=O)C(N)=S
HOMO-LUMO gap, eV: 9.131
Total charge: 0

Atom charges from the Löwdin analysis, given in e for atoms 1 to 8: atom 1 (C): 0.010, atom 2 (C): -0.172, atom 3 (N): -0.089, atom 4 (C): -0.379, atom 5 (O): 0.060, atom 6 (C): -0.894, atom 7 (N): 0.058, atom 8 (S): 0.665

---

(2)
Molecular formula: C4H4Cl2IrO4Sc
Method: DFT, ωB97M-V with the def2-TZVPD basis set

Geometry (Å):
Sc: 0.176 -0.367 -2.866
Ir: -0.130 -0.402 1.571
Cl: -1.668 0.537 -1.976
Cl: 0.906 -1.066 -0.690
C: -0.441 -2.160 1.945
C: -0.117 0.550 -5.048
C: 0.347 -1.733 -4.879
O: -0.489 -3.142 2.592
O: -0.047 0.862 -6.165
O: 0.114 -2.227 -5.918
C: 0.163 1.475 3.976
O: 0.004 1.235 2.492
H: -0.709 2.030 4.337
H: 1.115 1.960 4.125
H: 0.272 0.490 4.434
H: 0.504 1.959 2.070

Calculated values
Spin multiplicity: 5
LUMO level (spin up / spin down), eV: -16.602 / -21.453
HOMO-LUMO gap (spin up / spin down), eV: 10.022 / 4.640
Total charge: +4

Atom charges from the Löwdin analysis, given in e for atoms 1 to 8: atom 1 (Sc): 0.712, atom 2 (Ir): 1.605, atom 3 (Cl): 0.263, atom 4 (Cl): 0.239, atom 5 (C): -0.213, atom 6 (C): 0.013, atom 7 (C): 0.052, atom 8 (O): 0.331

---

(3)
Molecular formula: C44H121N11O11
Method: DFT, ωB97M-V with the def2-TZVPD basis set

Geometry (Å):
C: 0.888 -5.432 -5.015
O: 1.720 -4.712 -5.871
C: 2.244 -3.518 -5.337
C: 2.370 -2.603 -6.561
C: 3.561 -3.089 -7.422
N: 2.748 -1.229 -6.178
H: 0.017 -4.833 -4.722
H: 1.302 -5.869 -4.096
H: 0.471 -6.319 -5.499
H: 1.513 -3.002 -4.697
H: 3.193 -3.611 -4.806
H: 1.449 -2.525 -7.149
H: 3.370 -4.116 -7.742
H: 4.464 -3.081 -6.810
H: 3.761 -2.469 -8.297
H: 3.004 -0.653 -6.969
H: 1.850 -0.868 -5.844
C: -3.538 1.655 8.315
O: -3.967 1.265 7.012
C: -4.485 2.317 6.227
C: -4.713 1.824 4.810
C: -3.463 1.382 4.061
N: -5.569 2.786 4.068
H: -2.484 1.917 8.217
H: -3.642 0.744 8.897
H: -4.075 2.510 8.726
H: -5.494 2.463 6.631
H: -3.930 3.258 6.153
H: -5.424 0.990 4.752
H: -3.748 1.116 3.042
H: -3.061 0.524 4.594
H: -2.794 2.244 3.972
H: -6.099 2.268 3.380
H: -5.002 3.390 3.470
C: -2.860 -4.050 -5.594
O: -1.942 -2.969 -5.517
C: -1.909 -2.205 -6.725
C: -1.477 -0.800 -6.361
C: -2.578 -0.080 -5.614
N: -1.112 -0.025 -7.571
H: -3.903 -3.723 -5.645
H: -2.713 -4.671 -4.714
H: -2.590 -4.590 -6.508
H: -1.213 -2.734 -7.385
H: -2.885 -2.197 -7.222
H: -0.555 -0.833 -5.773
H: -2.908 -0.584 -4.703
H: -3.499 0.124 -6.164
H: -2.172 0.882 -5.285
H: -1.307 0.962 -7.438
H: -0.100 -0.035 -7.656
C: 1.860 -3.104 2.037
O: 2.158 -3.933 0.919
C: 1.955 -5.311 1.130
C: 3.083 -6.129 0.500
C: 4.376 -6.020 1.288
N: 3.366 -5.900 -0.917
H: 2.505 -3.405 2.874
H: 0.888 -3.339 2.476
H: 2.023 -2.061 1.797
H: 1.771 -5.589 2.169
H: 1.087 -5.592 0.511
H: 2.784 -7.183 0.556
H: 4.717 -4.984 1.377
H: 5.165 -6.616 0.823
H: 4.322 -6.425 2.302
H: 3.867 -5.033 -1.065
H: 2.450 -5.818 -1.355
C: -1.342 1.069 1.227
O: -0.277 0.483 0.493
C: -0.541 0.435 -0.896
C: 0.642 -0.204 -1.559
C: 0.483 -0.254 -3.074
N: 0.886 -1.596 -1.145
H: -2.076 0.278 1.398
H: -1.756 1.936 0.705
H: -1.019 1.441 2.198
H: -1.455 -0.149 -1.096
H: -0.804 1.431 -1.277
H: 1.596 0.338 -1.482
H: 1.380 -0.460 -3.660
H: 0.281 0.775 -3.418
H: -0.346 -0.929 -3.295
H: 0.447 -1.713 -0.231
H: 1.841 -1.870 -0.934
C: 7.711 -3.092 -1.750
O: 6.557 -2.282 -1.666
C: 5.415 -2.893 -2.238
C: 4.177 -2.094 -1.856
C: 4.234 -0.667 -2.391
N: 3.945 -2.063 -0.394
H: 7.566 -4.134 -2.031
H: 8.190 -3.097 -0.761
H: 8.504 -2.614 -2.334
H: 5.468 -3.042 -3.329
H: 5.364 -3.932 -1.885
H: 3.361 -2.695 -2.276
H: 5.260 -0.304 -2.466
H: 3.634 0.076 -1.873
H: 3.865 -0.699 -3.425
H: 4.888 -2.009 -0.003
H: 3.619 -2.973 -0.059
C: -8.736 0.916 1.831
O: -7.565 0.495 1.179
C: -7.041 -0.662 1.791
C: -5.665 -0.996 1.224
C: -5.701 -1.281 -0.278
N: -5.165 -2.132 1.976
H: -9.080 1.921 1.568
H: -8.547 1.112 2.896
H: -9.583 0.241 1.695
H: -6.916 -0.493 2.869
H: -7.671 -1.557 1.720
H: -5.018 -0.125 1.358
H: -6.295 -2.166 -0.530
H: -4.721 -1.622 -0.627
H: -6.037 -0.405 -0.832
H: -5.847 -2.870 2.049
H: -4.223 -2.448 1.835
C: 2.186 3.177 -2.647
O: 3.114 3.953 -3.390
C: 4.316 3.250 -3.640
C: 4.189 2.371 -4.874
C: 5.419 1.502 -5.146
N: 3.761 3.049 -6.119
H: 2.129 2.207 -3.147
H: 1.185 3.583 -2.779
H: 2.400 3.116 -1.581
H: 5.162 3.935 -3.731
H: 4.567 2.650 -2.758
H: 3.351 1.676 -4.736
H: 5.547 0.811 -4.315
H: 6.285 2.178 -5.163
H: 5.465 0.974 -6.095
H: 3.163 3.811 -5.796
H: 4.567 3.492 -6.557
C: 2.140 8.016 0.742
O: 0.921 7.360 1.094
C: 1.108 6.066 1.652
C: 1.404 5.015 0.586
C: 0.192 4.949 -0.336
N: 1.637 3.714 1.249
H: 2.680 8.329 1.636
H: 1.815 8.942 0.264
H: 2.657 7.432 -0.017
H: 1.886 6.147 2.421
H: 0.168 5.871 2.175
H: 2.309 5.259 0.033
H: 0.133 5.839 -0.973
H: -0.769 4.934 0.183
H: 0.164 4.157 -1.084
H: 0.840 3.393 1.789
H: 1.665 3.049 0.480
C: -1.896 7.089 6.322
O: -1.100 5.946 6.597
C: -0.914 5.158 5.424
C: -0.090 3.954 5.771
C: 0.205 3.196 4.476
N: -0.857 3.111 6.684
H: -2.909 6.747 6.091
H: -1.429 7.669 5.525
H: -1.995 7.716 7.206
H: -1.925 4.800 5.187
H: -0.479 5.696 4.577
H: 0.836 4.256 6.278
H: -0.607 2.619 4.025
H: 1.030 2.486 4.561
H: 0.467 3.873 3.661
H: -1.014 3.642 7.538
H: -0.231 2.353 6.951
C: -0.029 -0.457 4.824
O: -0.206 -1.723 4.266
C: -1.484 -2.196 3.887
C: -2.481 -2.378 5.043
C: -1.984 -3.433 6.066
N: -3.734 -2.960 4.519
H: -0.747 0.252 4.389
H: 0.903 0.038 4.536
H: -0.061 -0.498 5.915
H: -1.948 -1.310 3.414
H: -1.415 -3.009 3.173
H: -2.584 -1.508 5.703
H: -2.606 -3.455 6.960
H: -0.933 -3.245 6.301
H: -1.995 -4.414 5.585
H: -4.281 -3.129 5.358
H: -4.248 -2.270 3.964

Calculated values
Spin multiplicity: 1
LUMO level, eV: 0.505
SMILES: COC[C@H](C)N.COC[C@H](C)N.COC[C@H](C)N.COC[C@H](C)N.COC[C@H](C)N.COC[C@H](C)N.COC[C@H](C)N.COC[C@H](C)N.COC[C@H](C)N.COC[C@H](C)N.COC[C@H](C)N
HOMO-LUMO gap, eV: 9.194
Total charge: 0

Atom charges from the Löwdin analysis, given in e for atoms 1 to 8: atom 1 (C): -0.117, atom 2 (O): -0.169, atom 3 (C): -0.191, atom 4 (C): -0.416, atom 5 (C): -0.059, atom 6 (N): 0.042, atom 7 (H): 0.077, atom 8 (H): 0.081

---

How do the records compare in relative energy (zero: lowest compared OMol25 entry of this formula, charge and spin)? In the order shown, they have 4.3335 2.0115 3.2805 eV.
How do the records compare in total energy? In the order shown, they have -20105.0080 -60931.1109 -86495.9539 eV.